ORCA calculation (ωB97M-V with the def2-TZVPD basis set) on C21H28ClN3O3Yb as an isolated structure at a distorted geometry.

The geometry in XYZ format:
```
57
Properties=species:S:1:pos:R:3
Yb 0.2890 -0.2838 0.6820
Cl 1.8968 -1.6725 1.8765
N -1.2413 -1.9350 -0.0926
N 1.0043 1.9738 0.8752
C -0.6322 -3.0412 -0.4379
C 2.1428 2.3759 0.3661
C -2.5560 -2.2551 0.4900
C -2.4826 -3.7838 0.6376
C -3.5902 -1.6538 -0.4670
C -2.7984 -1.6029 1.8445
H -3.2245 -1.7466 -1.5011
H -3.6814 -0.5785 -0.2216
H -4.5635 -2.1459 -0.3326
H -2.1682 -2.0961 2.6024
H -3.8593 -1.6824 2.1605
H -2.5349 -0.5268 1.7994
C 0.4883 3.0168 1.7783
C 1.3633 4.2225 1.4511
C 0.7468 2.6149 3.2325
C -1.0293 3.1305 1.5674
H -1.2155 3.3304 0.5010
H -1.4479 3.9338 2.2024
H -1.5033 2.1654 1.8479
H 1.8204 2.3393 3.3725
H 0.1262 1.7532 3.4778
H 0.5366 3.4781 3.9085
O 2.5039 3.6202 0.6757
H 1.7663 4.7567 2.3280
H 0.8227 4.9332 0.8052
O -1.2583 -4.1728 -0.1312
H -3.3848 -4.3154 0.2800
H -2.2992 -4.0810 1.6943
C 0.7362 -3.0745 -1.0747
C 3.0092 1.4827 -0.4865
C 2.2383 0.4988 -1.3962
H 3.6303 0.8709 0.1889
H 3.6754 2.1101 -1.1004
C 2.0828 -0.8663 -1.0415
C 1.1547 -1.7224 -1.6858
H 2.5509 -1.2141 -0.0949
C 0.6604 -1.3184 -2.9249
C 1.0140 -0.0422 -3.4025
C -0.1959 -2.2280 -3.7620
C 1.7341 0.8914 -2.6380
H 0.7142 0.2311 -4.4021
C 1.9971 2.2704 -3.1735
H 1.6815 2.3185 -4.2185
H 3.0663 2.5181 -3.1255
H 1.4476 3.0457 -2.6169
H 0.2419 -3.2337 -3.8373
H -0.2817 -1.8156 -4.7718
H -1.2161 -2.3358 -3.3571
H 0.7591 -3.8550 -1.8526
H 1.4639 -3.3172 -0.2872
O -0.7415 -0.6764 5.1103
C -0.7543 -0.4224 3.9339
N -0.7051 -0.1873 2.7443
```

Output
E = -76899.4386 eV
Gap between HOMO and LUMO (spin up / spin down) = 3.10 / 5.56 eV
2S+1 = 2
Net charge = -1
Energy above the lowest of the compared OMol25 structures with the same formula, charge and spin = 0.0 kJ/mol

natural (NBO) charges, unit e, in atom order: Yb 1.186; Cl -0.674; N -0.604; N -0.606; C 0.653; C 0.644; C 0.052; C -0.081; C -0.605; C -0.603; H 0.217; H 0.216; H 0.199; H 0.228; H 0.197; H 0.250; C 0.062; C -0.076; C -0.626; C -0.616; H 0.207; H 0.205; H 0.248; H 0.214; H 0.265; H 0.190; O -0.495; H 0.198; H 0.181; O -0.490; H 0.190; H 0.198; C -0.531; C -0.493; C -0.115; H 0.252; H 0.225; C -0.526; C 0.029; H 0.259; C -0.064; C -0.399; C -0.626; C 0.016; H 0.178; C -0.632; H 0.207; H 0.200; H 0.203; H 0.198; H 0.206; H 0.199; H 0.229; H 0.280; O -0.661; C 0.765; N -0.922